ORCA calculation (ωB97M-V/def2-TZVPD) on 3 unconnected molecules or ions with the total composition C21H39BN2O6.

Calculated values
Kohn-Sham gap = 0.2433 hartree
Structure (SMILES) = O=C1C=C(C[C@H]2CO2)C(=O)C(OB(O)O)=C1.CCN(CC)CC.CCN(CC)CC
E_tot = -38348.4301 eV

Geometry as ORCA input:
```
! wB97M-V def2-TZVPD RIJCOSX def2/J DEFGRID3
* xyz 0 1
O -2.3019 -5.0690 1.5929
C -1.1481 -4.8315 1.3145
C -0.7985 -4.1890 0.0373
C 0.4559 -3.9308 -0.3284
C 0.8506 -3.2789 -1.6086
C 0.5504 -4.1365 -2.8538
C 1.2744 -5.5662 -2.9364
O -0.2396 -5.1811 -2.6555
C 1.5609 -4.2608 0.6114
O 2.7075 -3.9772 0.3655
C 1.2133 -4.9194 1.9014
O 2.2608 -5.2115 2.7132
B 2.3194 -4.3224 3.7894
O 1.6493 -4.6058 4.9736
O 3.0944 -3.2077 3.6631
C -0.0532 -5.1876 2.2223
H -1.6219 -3.9502 -0.6182
H 1.9249 -3.1266 -1.6384
H 0.3111 -2.3473 -1.7636
H 0.5076 -3.5847 -3.7909
H 1.1738 -6.5952 -2.6013
H 1.8718 -5.2930 -2.0296
H 0.9079 -4.0029 5.0939
H 2.7237 -2.4793 4.1720
H -0.3192 -5.6736 3.1473
C 1.8659 1.0528 -0.6899
C 2.1077 1.4398 0.7605
N 0.8951 1.5002 1.5557
C 1.0898 2.1331 2.8477
C 2.0162 1.4477 3.8614
C 0.0767 0.3050 1.5525
C 0.7254 -1.0055 2.0185
H 1.1446 1.7246 -1.1593
H 2.8004 1.1202 -1.2472
H 1.5039 0.0278 -0.7870
H 2.5603 2.4345 0.7730
H 2.8557 0.7525 1.1871
H 0.1090 2.2827 3.3071
H 1.4780 3.1388 2.6596
H 1.5493 0.5728 4.3137
H 2.2479 2.1403 4.6723
H 2.9619 1.1418 3.4132
H -0.2957 0.1504 0.5358
H -0.8183 0.5000 2.1480
H 1.7232 -1.1467 1.5995
H 0.1113 -1.8485 1.6921
H 0.7964 -1.0609 3.1059
C -4.5857 4.7212 -3.0347
C -3.4240 4.8324 -2.0589
N -2.7155 3.5812 -1.8692
C -1.7959 3.6008 -0.7463
C -0.5942 4.5508 -0.8141
C -2.2257 2.9463 -3.0787
C -1.2602 3.7387 -3.9725
H -5.2722 3.9299 -2.7318
H -5.1377 5.6614 -3.0568
H -4.2509 4.5180 -4.0523
H -3.8218 5.1343 -1.0866
H -2.7624 5.6496 -2.3896
H -1.4307 2.5837 -0.5769
H -2.3747 3.8490 0.1490
H 0.1719 4.1844 -1.4969
H -0.1319 4.6273 0.1722
H -0.8772 5.5583 -1.1204
H -3.0897 2.6621 -3.6843
H -1.7588 1.9988 -2.7970
H -1.5867 4.7695 -4.1147
H -1.2094 3.2735 -4.9589
H -0.2469 3.7535 -3.5738
*
```